No. 1
Entry from the Open Molecules 2025 dataset: one molecule with the formula C4H10N2O3 at a distorted geometry (wB97M-V/def2-TZVPD).

Structure (XYZ):
```
19
Properties=species:S:1:pos:R:3:lowdin_charge:R:1
C 0.832 -0.525 -1.916 -0.0550
C 0.932 -0.522 -0.405 -0.5137
O 1.027 1.098 0.072 -0.1604
N 1.872 -1.262 0.092 0.0574
H 1.145 1.715 -0.664 0.0480
H 1.992 -1.127 1.095 0.0265
H -0.115 -0.093 -2.253 0.0584
H 0.857 -1.548 -2.294 0.0863
H 1.634 0.048 -2.379 0.0828
C -1.155 0.702 0.655 -0.3473
N -1.127 1.103 1.923 0.2272
C -0.809 -0.670 0.303 -0.2236
O -1.589 1.600 -0.238 0.1240
O -0.860 -1.511 1.417 -0.0288
H -1.455 1.279 -1.139 0.1200
H 0.052 -1.828 1.553 0.0859
H -0.659 0.486 2.573 0.1319
H -1.111 2.097 2.097 0.1378
H -1.462 -1.042 -0.492 0.1427
```

Its total charge is 0. The molecular weight comes out at 134.14 g/mol. The HOMO-LUMO gap comes out at 8.1 eV. For the largest force on an atom, the calculation gives 1.5 eV Å⁻¹. The calculation puts the HOMO energy at -7.75 eV.


No. 2
Entry from the Open Molecules 2025 dataset: a 2-piece molecular cluster, C4H10N2O3 overall at a distorted geometry (wB97M-V/def2-TZVPD).

Structure (XYZ):
```
19
Properties=species:S:1:pos:R:3:lowdin_charge:R:1
C -1.758 -0.080 -1.339 -0.0438
C -0.873 0.179 0.968 -0.5562
N -1.248 1.253 1.715 0.1814
O -0.827 0.611 -0.487 -0.1797
O -0.941 -0.994 1.216 0.1023
H -1.726 1.106 2.590 0.1141
H -0.579 2.010 1.739 0.1123
H -1.775 -1.156 -1.181 0.0912
H -1.440 0.097 -2.364 0.0937
H -2.741 0.352 -1.160 0.0960
N 1.796 -0.385 1.550 0.0246
C 1.046 0.356 -0.863 -0.1062
C 1.438 -0.815 -1.370 -0.0314
O 1.194 0.643 0.795 -0.2597
H 2.585 -0.719 0.989 0.0760
H 1.140 -1.175 1.523 0.0602
H 1.342 1.311 -1.268 0.1149
H 2.227 -0.830 -2.105 0.0524
H 1.138 -1.763 -0.948 0.0579
```

Its total charge is 0. The molecular weight comes out at 134.14 g/mol. The HOMO-LUMO gap comes out at 9.3 eV. For the largest force on an atom, the calculation gives 3.3 eV Å⁻¹. The calculation puts the HOMO energy at -8.40 eV. As for the SMILES: COC(N)=O.C=CON.